Molecular formula: ClH2NS
Method: DFT, ωB97M-V/def2-TZVPD

Element x y z (Å)
N 0.969 0.111 -0.988
S 0.584 -1.229 -0.203
Cl 2.377 0.880 -0.180
H -1.461 0.073 0.489
H -2.469 0.165 0.882

Properties
- Energy above the lowest of the compared OMol25 structures with the same formula, charge and spin: 86.2 kcal/mol
- Orbital gap: 0.277 hartree
- Highest occupied orbital energy: -9.75 eV
- LUMO: -2.2170 eV